Formula: C4H9N2
Source: the Open Molecules 2025 dataset
Level of theory: ωB97M-V/def2-TZVPD

charge	+1
LUMO (spin up / spin down)	-4.08 / -6.61	eV
multiplicity	3
HOMO-LUMO gap (spin up / spin down)	7.18 / 9.88	eV
energy relative to the best compared isomer or geometry (same formula, charge and spin)	39.5	kJ/mol
HOMO energy (spin up / spin down)	-11.27 / -16.49	eV

Cartesian coordinates (Å):
1 C -1.02179 -1.37119 1.16392
2 C 1.95774 0.31824 0.14453
3 C 0.52257 0.17940 -0.28093
4 C 0.26131 0.76148 -1.62808
5 N -0.55207 -0.31395 0.31016
6 N -2.13438 -1.13884 1.75825
7 H 2.10311 1.33522 0.51305
8 H 2.23629 -0.37665 0.93238
9 H 2.59449 0.18469 -0.72653
10 H -0.72673 1.21110 -1.72363
11 H 0.31816 -0.05633 -2.35610
12 H 1.01008 1.49416 -1.91213
13 H -1.37210 -0.06474 -0.25334
14 H -2.54655 -1.90789 2.27222
15 H -2.65016 -0.25472 1.78625

Formally, the natural (NBO) partial charges of the atoms, in units of the elementary charge, are as follows:
1. C 0.560
2. C -0.677
3. C 0.385
4. C -0.682
5. N -0.559
6. N -0.836
7. H 0.269
8. H 0.248
9. H 0.258
10. H 0.231
11. H 0.263
12. H 0.255
13. H 0.403
14. H 0.442
15. H 0.441